Record 1
C42H55BrMgN8OS2SeSi4Te as an isolated structure, computed with ωB97M-V with the def2-TZVPD basis set.

## Properties
energy	-259729.81048	eV
energy above the lowest of the compared OMol25 structures with the same formula, charge and spin	40.1	kcal/mol

```
116
Properties=species:S:1:pos:R:3:lowdin_charge:R:1
Mg 0.03708 -0.89816 -0.01424 0.304
Br -4.45193 4.72104 2.93554 0.729
C -4.95371 3.83104 1.33975 -0.694
C -5.13842 4.56280 0.18045 -0.124
C -5.51254 3.90795 -0.98462 -0.037
C -5.65974 2.52828 -1.00572 -0.283
C -5.48004 1.80833 0.17571 -0.017
C -5.13430 2.45697 1.35190 -0.112
N -6.17857 1.92697 -2.20664 0.070
N -5.79087 0.81943 -2.63831 0.071
C -4.59260 0.17504 -2.19506 -0.249
C -4.70026 -1.17386 -1.94623 -0.027
C -3.65287 -1.93715 -1.42695 0.000
C -2.40416 -1.38417 -1.18431 -0.367
O -1.37916 -2.04027 -0.73528 -0.185
C -2.27112 0.02960 -1.46937 -0.135
N -1.05450 0.57400 -1.16252 0.050
C -0.81981 1.83450 -1.43693 -0.112
C -1.74935 2.61815 -2.14186 -0.022
C -2.97430 2.09363 -2.44152 0.010
C -3.31690 0.78928 -2.02106 -0.097
H -4.99796 5.63563 0.18757 0.101
H -5.67966 4.46822 -1.89719 0.116
H -5.62308 0.73466 0.17594 0.119
H -4.98836 1.89468 2.26616 0.104
H -5.67347 -1.62897 -2.09659 0.115
H -3.81431 -2.97722 -1.18130 0.090
H 0.13763 2.23084 -1.11501 0.070
H -1.48611 3.61629 -2.45728 0.101
H -3.67888 2.67160 -3.02025 0.117
N 0.59806 -1.01230 3.67367 0.095
C -0.63653 -1.42869 3.34665 -0.821
S -1.52979 -0.53644 2.22297 0.694
N -1.04271 -2.53034 4.00942 0.078
C -2.24900 -3.29043 3.96909 -0.254
C -2.14478 -4.60280 4.41926 -0.075
C -3.25483 -5.42767 4.44931 -0.089
C -4.48811 -4.94851 4.03216 -0.090
C -4.59152 -3.63666 3.59476 -0.074
C -3.48347 -2.79863 3.56568 -0.042
H 1.00629 -0.27086 3.11716 -0.016
H 1.21569 -1.56747 4.24216 0.110
H -0.32867 -2.98382 4.55265 0.133
H -1.17708 -4.99033 4.72738 0.113
H -3.15058 -6.44983 4.79103 0.107
H -5.35896 -5.59168 4.05154 0.102
H -5.55009 -3.24725 3.27345 0.105
H -3.58087 -1.78071 3.22827 0.053
C 6.58652 3.62381 0.48722 -0.216
Si 5.45097 2.12779 0.36853 0.282
C 5.82960 1.05457 1.85648 -0.234
C 5.92909 1.15368 -1.16597 -0.223
Si 3.18931 2.69777 0.18291 0.070
Te 2.29505 0.39791 0.70179 0.560
Si 2.41948 4.09064 1.88459 0.299
C 2.88930 3.36627 3.54667 -0.221
C 0.55678 4.25763 1.79892 -0.212
C 3.21070 5.78945 1.72472 -0.216
Si 2.83227 3.67992 -1.90416 0.321
C 2.69773 2.46227 -3.31981 -0.211
C 1.38128 4.87295 -1.93690 -0.213
C 4.34357 4.75181 -2.23507 -0.224
H 7.63540 3.30686 0.50820 0.032
H 6.38901 4.19524 1.40260 0.022
H 6.45543 4.30136 -0.36379 0.008
H 6.88978 0.77720 1.84613 0.033
H 5.22987 0.13890 1.84883 -0.016
H 5.62309 1.58105 2.79665 0.022
H 6.91477 0.69106 -1.04330 0.032
H 5.96768 1.80224 -2.05028 0.018
H 5.19991 0.35887 -1.36369 0.015
H 2.52516 2.33696 3.63523 0.010
H 2.46282 3.95503 4.36649 0.033
H 3.97907 3.34731 3.67135 0.022
H 0.07447 3.27289 1.81989 0.025
H 0.24713 4.76598 0.87707 0.016
H 0.17635 4.83906 2.64583 0.034
H 4.30385 5.70555 1.69650 0.018
H 2.94259 6.43914 2.56554 0.032
H 2.89042 6.28625 0.80028 0.017
H 1.87778 1.74902 -3.18540 0.019
H 3.62779 1.88869 -3.40800 0.024
H 2.53739 2.99643 -4.26185 0.034
H 0.47124 4.45727 -1.51046 -0.013
H 1.16778 5.18551 -2.96521 0.039
H 1.62698 5.77268 -1.36020 0.028
H 5.24954 4.14466 -2.33854 0.014
H 4.50807 5.46094 -1.41406 0.027
H 4.21745 5.32983 -3.15788 0.036
C 1.14505 -5.58872 -1.48408 -0.030
N -0.26847 -5.40368 -1.73222 -0.060
C -1.22209 -5.25669 -0.77094 -0.772
Se -1.05909 -5.29544 1.03791 0.663
N -2.39465 -5.10228 -1.43808 0.106
C -2.20302 -5.09958 -2.81523 -0.178
C -3.06373 -4.93341 -3.88426 -0.010
C -2.51302 -4.99740 -5.15817 -0.089
C -1.15108 -5.22943 -5.34820 -0.088
C -0.29005 -5.39322 -4.26803 -0.008
C -0.84217 -5.30901 -3.00254 -0.156
H 1.33577 -5.37384 -0.43855 0.036
H 1.71854 -4.90408 -2.10909 0.091
H 1.44426 -6.61543 -1.70180 0.101
H -3.24925 -4.94134 -0.94194 0.130
H -4.12227 -4.75725 -3.73742 0.114
H -3.15470 -4.86253 -6.01969 0.103
H -0.75546 -5.27821 -6.35390 0.101
H 0.76680 -5.58269 -4.41328 0.110
S 4.26050 -3.23813 0.81749 1.003
C 3.23524 -3.69057 2.11258 -0.387
C 1.94714 -3.46543 1.77174 -0.296
N 1.74613 -2.92600 0.51421 -0.062
C 2.89389 -2.73819 -0.07607 -0.597
H 3.63724 -4.11835 3.02017 0.070
H 1.07988 -3.71493 2.36641 0.053
H 3.00536 -2.39131 -1.09631 0.074
```


Record 2
A 2-piece molecular cluster, C6H10ClO4 overall, computed with ωB97M-V with the def2-TZVPD basis set.

## Properties
energy	-27094.31096	eV
total charge	-1

```
21
Properties=species:S:1:pos:R:3:lowdin_charge:R:1
O -0.68144 1.82028 -0.56150 0.048
C 0.43482 1.83877 -1.14076 -0.254
O 0.49812 1.30238 -2.46976 -0.112
C 1.28109 0.07187 -2.53741 -0.210
C 0.94808 -1.01324 -1.40590 -0.103
C 2.19818 -1.13962 -0.40266 -0.655
O 2.43163 -2.27464 0.08195 -0.026
Cl 3.29108 0.23679 0.09903 0.580
H 1.33325 2.23904 -0.56083 0.129
H 1.06646 -0.40018 -3.55751 0.125
H 2.40806 0.32765 -2.52733 0.104
H 0.85770 -2.04962 -1.90813 0.134
H -0.06127 -0.84591 -0.86573 0.118
C -2.69136 0.20337 2.39435 -0.164
C -1.26584 -0.25631 2.02196 -0.619
O -1.37333 -1.09997 0.99641 -0.347
H -3.32322 -0.63792 2.69982 0.046
H -2.65076 0.90692 3.23965 0.037
H -3.18194 0.72036 1.56253 0.049
H -0.82851 -0.63099 2.97198 0.063
H -0.69080 0.68096 1.86984 0.056
```


Record 3
C17H14CuN2O7S3 as an isolated structure, computed with ωB97M-V with the def2-TZVPD basis set.

## Properties
energy	-112318.04361	eV
multiplicity	2
total charge	-2

```
44
Properties=species:S:1:pos:R:3:lowdin_charge:R:1
Cu 0.11172 -1.46209 0.62049 0.572
O -1.17919 -5.15835 0.42736 0.021
C -0.61367 -4.10577 0.14270 -0.593
O -1.01909 -2.93255 0.46460 -0.121
C 0.65983 -4.20798 -0.73199 -0.102
C 0.75505 -3.10629 -1.80605 -0.259
C 1.74009 -3.55996 -2.89850 -0.102
C 3.09473 -3.38615 -2.16673 -0.103
C 2.63105 -2.86240 -0.79408 -0.252
O 1.49752 -2.06685 -1.15156 -0.103
C 2.01402 -4.01536 0.01879 -0.102
C 1.95202 -3.62727 1.51952 -0.608
O 2.55879 -4.36178 2.30361 -0.002
O 1.34930 -2.54541 1.82688 -0.059
H 0.60615 -5.19515 -1.18700 0.139
H -0.20067 -2.71818 -2.15143 0.134
H 1.54801 -4.58615 -3.21090 0.106
H 1.66847 -2.90826 -3.76976 0.106
H 3.65963 -4.31363 -2.07384 0.106
H 3.72131 -2.64467 -2.66429 0.105
H 3.36185 -2.26213 -0.25700 0.158
H 2.63143 -4.90909 -0.03562 0.138
O 2.43435 1.58404 1.57038 -0.049
C 1.95296 0.48680 1.30885 -0.530
O 0.74034 0.24779 0.95655 -0.168
H 2.60899 -0.40950 1.37590 0.112
S -5.45402 3.48640 0.89666 0.472
C -4.14496 2.64871 0.29775 -1.135
S -4.21044 1.01292 -0.27831 0.919
C -2.41325 1.01241 -0.56689 -1.112
N -1.92302 2.16073 -0.25493 0.004
N -2.85278 3.05905 0.21213 -0.160
C -2.30464 4.28350 0.67879 -0.203
C -2.94441 5.50521 0.50277 -0.061
C -2.34197 6.66278 0.97303 -0.107
C -1.10840 6.61370 1.60456 -0.119
C -0.46327 5.39366 1.75310 -0.084
C -1.05216 4.23026 1.28934 0.003
S -1.63602 -0.35130 -1.17000 0.576
H -3.89893 5.55251 0.00557 0.067
H -2.84267 7.61475 0.84123 0.091
H -0.64863 7.52347 1.97284 0.088
H 0.50581 5.34287 2.23305 0.102
H -0.55121 3.27471 1.37244 0.114
```


Record 4
C5H8N2 as an isolated structure, computed with ωB97M-V with the def2-TZVPD basis set.

## Properties
energy	-8290.76388	eV
energy above the lowest of the compared OMol25 structures with the same formula, charge and spin	97.6	kcal/mol

```
15
Properties=species:S:1:pos:R:3:lowdin_charge:R:1
C -0.77025 -2.02892 -1.55053 -0.054
C -1.18190 2.05938 0.76962 -0.017
C -0.54187 1.25569 -0.17121 -0.088
C 0.46882 0.79014 0.69983 -0.350
N 1.70553 0.32889 0.35582 0.136
C 0.03045 1.03910 2.06191 -0.122
N -1.16003 1.61948 2.03277 0.038
H -0.34163 -1.46718 -2.38565 0.015
H 0.02923 -2.52740 -0.99659 0.017
H -1.46509 -2.77642 -1.94095 0.016
H -0.41756 1.42394 -1.23209 0.093
H 2.50120 0.64316 0.89090 0.102
H 1.89120 0.20225 -0.62795 0.102
H 0.55099 0.77993 2.97961 0.109
H -1.29908 -1.34205 -0.88548 0.004
```


Record 5
C13H17N3O8P2Tl as an isolated structure, computed with ωB97M-V with the def2-TZVPD basis set.

## Properties
energy	-57879.87309	eV
total charge	+1

```
44
Properties=species:S:1:pos:R:3:lowdin_charge:R:1
Tl -0.40535 -0.49011 0.06483 1.129
C -4.50852 1.29812 -1.15740 0.042
C -3.04537 1.34286 -0.85049 -0.458
O -2.52644 0.44874 -0.15947 -0.021
N -2.33198 2.38058 -1.32622 0.116
C -0.88225 2.50032 -1.17122 -0.084
C -0.45382 2.65590 0.27251 -0.222
C -0.42842 3.89931 0.87828 0.021
C -0.01412 4.01668 2.19631 -0.003
C 0.38312 2.88053 2.88201 -0.011
C 0.34415 1.66965 2.22178 -0.088
N -0.06726 1.56752 0.95266 0.022
H -4.71205 0.37740 -1.70313 0.108
H -4.85200 2.14994 -1.73945 0.089
H -5.05589 1.25251 -0.21696 0.105
H -2.80750 3.04293 -1.91575 0.154
H -0.57658 3.39065 -1.71642 0.143
H -0.38217 1.65367 -1.64565 0.093
H -0.72631 4.77018 0.31044 0.132
H 0.00633 4.98407 2.67957 0.128
H 0.71648 2.92535 3.90840 0.125
H 0.65062 0.75213 2.70814 0.119
O 2.19670 -1.33598 -2.39858 -0.108
P 0.64440 -1.57413 -2.72261 0.219
O 0.32058 -1.81150 -4.12323 -0.226
O -0.07314 -0.38730 -2.02658 -0.361
O 0.34705 -2.83776 -1.77015 -0.258
P -0.72902 -3.51609 -0.76192 0.225
O -1.82164 -4.15948 -1.69457 -0.060
O -0.06112 -4.50352 0.08050 -0.230
O -1.40406 -2.31962 -0.01950 -0.340
H 2.75580 -1.64836 -3.12033 0.097
H -2.21046 -3.58917 -2.36742 0.101
C 3.89747 -2.48897 1.71127 -0.015
C 3.89214 -1.22128 1.14200 -0.026
C 2.68576 -0.65604 0.79999 -0.124
N 1.52103 -1.28820 1.01980 -0.032
C 1.51869 -2.50990 1.57332 -0.095
C 2.69764 -3.14046 1.92722 -0.003
H 4.83320 -2.96502 1.97244 0.124
H 4.81017 -0.68633 0.94660 0.120
H 2.63306 0.31364 0.32107 0.120
H 0.56751 -3.00752 1.69391 0.103
H 2.65355 -4.13593 2.34398 0.129
```


Values for F_max, eV/Å, ordered as above
0.87, 5.94, 1.17, 0.21, 0.36